Entry 1:
Here is a 5-piece molecular cluster, C21H56BN2O20P4 overall in a non-equilibrium geometry from OMol25. Energies are from ωB97M-V with the def2-TZVPD basis set.

Each line ends with the Löwdin charge.
CARTESIAN COORDINATES (ANGSTROEM)
1 C 0.786 -0.472 1.508  -0.0641
2 C 1.850 -1.413 0.894  -0.1227
3 C 1.517 -1.716 -0.559  -0.4496
4 O 1.524 -0.877 -1.399  0.1660
5 O 1.222 -3.055 -0.897  -0.0268
6 C -0.176 -3.124 -1.089  -0.1508
7 C -0.931 -3.378 0.253  -0.0406
8 N -1.981 -4.410 0.003  0.0491
9 C -2.511 -5.078 1.229  -0.0574
10 C -1.426 -5.766 2.079  -0.2291
11 O -1.049 -6.878 1.906  0.1187
12 B -3.144 -3.656 -0.691  -0.6069
13 O -3.173 -3.714 -2.052  0.2244
14 N -4.111 -2.903 0.052  -0.1169
15 C -5.471 -3.471 -0.091  -0.0288
16 C -4.089 -1.481 -0.291  -0.0504
17 H 1.246 0.179 2.248  0.0662
18 H 0.323 0.180 0.768  0.0840
19 H 0.034 -1.083 2.015  0.0628
20 H 2.852 -0.998 0.968  0.1242
21 H 1.819 -2.363 1.435  0.1028
22 H -0.569 -2.238 -1.599  0.1284
23 H -0.338 -3.948 -1.791  0.1438
24 H -0.170 -3.688 0.969  0.1376
25 H -1.381 -2.451 0.613  0.1305
26 H -1.687 -5.146 -0.641  0.1942
27 H -3.191 -5.869 0.898  0.1494
28 H -3.092 -4.417 1.871  0.1395
29 H -0.976 -5.169 2.899  0.1379
30 H -2.842 -2.883 -2.423  0.1289
31 H -6.095 -3.018 0.678  0.1015
32 H -5.397 -4.548 0.088  0.0905
33 H -5.886 -3.317 -1.091  0.1034
34 H -3.084 -1.050 -0.219  0.0884
35 H -4.703 -0.894 0.394  0.1028
36 H -4.450 -1.271 -1.309  0.1036
37 C 2.752 3.377 -0.608  -0.1149
38 O 3.764 3.577 0.373  -0.2881
39 P 3.263 3.655 1.967  0.6548
40 O 2.180 2.621 1.968  -0.2580
41 O 2.690 5.173 1.729  -0.3031
42 C 3.593 6.190 1.269  -0.0881
43 O 3.395 3.890 3.607  -0.2608
44 C 2.360 4.635 4.246  -0.0980
45 H 3.162 3.710 -1.561  0.0953
46 H 2.502 2.320 -0.683  0.0772
47 H 1.860 3.961 -0.381  0.0887
48 H 3.421 6.373 0.208  0.0878
49 H 4.637 5.909 1.418  0.0864
50 H 3.390 7.104 1.825  0.0907
51 H 1.385 4.403 3.826  0.0632
52 H 2.559 5.702 4.157  0.0888
53 H 2.370 4.370 5.302  0.1003
54 C -0.300 10.768 4.173  -0.1114
55 O -0.891 9.654 4.839  -0.2873
56 P -0.596 8.150 4.184  0.6431
57 O 0.828 8.297 3.756  -0.2498
58 O -1.661 8.416 2.964  -0.2896
59 C -3.018 8.742 3.302  -0.0999
60 O -0.725 6.491 4.064  -0.2694
61 C -0.802 5.929 2.761  -0.1158
62 H -0.861 11.653 4.475  0.0943
63 H 0.736 10.886 4.482  0.0878
64 H -0.361 10.661 3.090  0.0895
65 H -3.178 9.810 3.161  0.0883
66 H -3.258 8.478 4.333  0.0854
67 H -3.680 8.193 2.634  0.0873
68 H -0.152 6.452 2.060  0.0913
69 H -1.830 5.944 2.397  0.0851
70 H -0.480 4.891 2.835  0.0820
71 C 5.204 -3.830 1.449  -0.1101
72 O 4.505 -4.851 2.157  -0.2945
73 P 4.869 -6.431 1.739  0.6464
74 O 6.337 -6.331 1.504  -0.2301
75 O 3.990 -6.304 0.350  -0.2839
76 C 2.615 -5.939 0.457  -0.1169
77 O 4.724 -8.088 1.796  -0.2627
78 C 4.820 -8.807 0.569  -0.1074
79 H 4.623 -2.912 1.554  0.0762
80 H 6.187 -3.675 1.886  0.0917
81 H 5.297 -4.073 0.390  0.0925
82 H 2.499 -4.893 0.174  0.0642
83 H 2.232 -6.084 1.470  0.0814
84 H 2.036 -6.558 -0.231  0.0901
85 H 5.576 -8.376 -0.085  0.0924
86 H 3.855 -8.830 0.063  0.0824
87 H 5.100 -9.828 0.823  0.0976
88 C -4.875 0.672 -6.827  -0.1165
89 O -4.461 -0.685 -6.981  -0.3032
90 P -3.152 -1.198 -6.056  0.6997
91 O -3.518 -0.390 -4.834  -0.2608
92 O -2.107 -0.421 -7.045  -0.2890
93 C -2.008 -0.850 -8.417  -0.0864
94 O -1.900 -1.989 -5.234  -0.3047
95 C -0.700 -1.258 -4.990  -0.1133
96 H -5.449 0.930 -7.717  0.0955
97 H -5.515 0.774 -5.954  0.0844
98 H -4.019 1.341 -6.748  0.0902
99 H -2.538 -0.144 -9.053  0.0911
100 H -2.425 -1.847 -8.564  0.0859
101 H -0.957 -0.862 -8.698  0.0906
102 H -0.914 -0.220 -4.738  0.0925
103 H -0.042 -1.303 -5.857  0.0892
104 H -0.193 -1.737 -4.151  0.0784

Charge: +1
LUMO energy in eV: -4.53
E in eV: -104435.5744
Gap between HOMO and LUMO in eV: 6.8675
Maximum force in eV/Å: 8.32

Entry 2:
Here is a 3-piece molecular cluster, C21H56BrClFN7O9P4S overall in a non-equilibrium geometry from OMol25. Energies are from ωB97M-V with the def2-TZVPD basis set.

Each line ends with the Löwdin charge.
CARTESIAN COORDINATES (ANGSTROEM)
1 C 3.073 -0.583 -1.223  -0.1602
2 C 2.845 0.121 -2.642  -0.4968
3 S 1.179 0.954 -2.699  0.8388
4 C 1.262 2.061 -1.230  -0.4074
5 C -0.088 2.844 -0.972  -0.3177
6 O -1.234 2.143 -1.465  -0.1404
7 C -2.066 1.707 -0.447  -0.7987
8 O -1.338 0.924 0.471  -0.0255
9 Br -2.892 3.202 0.623  0.7290
10 C -3.298 0.880 -1.122  -0.3760
11 O -3.012 0.490 -2.475  -0.2500
12 C -3.014 -0.918 -2.641  -0.6785
13 Cl -2.690 -1.203 -4.424  0.6202
14 P -4.662 -1.759 -2.281  0.5613
15 O -4.740 -3.006 -3.135  -0.3409
16 O -4.617 -2.253 -0.675  -0.1484
17 O -5.990 -0.816 -2.637  -0.1557
18 P -4.754 2.133 -1.230  0.8260
19 N -6.248 1.397 -0.652  -0.1937
20 O -5.017 2.506 -2.893  -0.3101
21 C -0.063 4.257 -1.726  -0.2658
22 C -1.361 4.489 -2.602  -0.0371
23 F 1.010 4.339 -2.639  -0.0543
24 H 2.114 -0.597 -0.655  0.0530
25 H 3.385 -1.672 -1.342  0.0419
26 H 3.912 -0.099 -0.652  0.0732
27 H 3.652 0.882 -2.823  0.0690
28 H 2.900 -0.682 -3.411  0.0618
29 H 2.156 2.738 -1.220  0.1014
30 H 1.387 1.393 -0.330  0.0716
31 H -0.109 3.068 0.120  0.1243
32 H -1.941 0.526 1.115  0.1047
33 H -3.504 0.037 -0.415  0.1139
34 H -2.148 -1.411 -2.118  0.1229
35 H -5.158 -1.672 -0.112  0.0701
36 H -5.909 -0.412 -3.516  0.0867
37 H -6.888 1.421 -1.460  0.0287
38 H -6.662 2.083 -0.012  0.0240
39 H -4.155 2.647 -3.319  0.0391
40 H -0.006 5.099 -0.996  0.1462
41 H -1.281 5.479 -3.124  0.0890
42 H -1.374 3.724 -3.428  0.0939
43 H -2.302 4.381 -2.014  0.0509
44 O 1.852 -4.074 -1.967  -0.3091
45 P 2.169 -5.165 -3.000  0.7572
46 N 1.042 -6.309 -2.360  -0.3104
47 C 1.146 -7.757 -2.437  -0.1382
48 C -0.362 -5.938 -2.555  -0.1393
49 N 3.746 -5.426 -2.328  -0.3581
50 C 3.917 -6.299 -1.177  -0.1305
51 C 4.507 -4.185 -2.128  -0.1536
52 N 2.546 -6.271 -4.349  -0.2832
53 C 3.923 -6.584 -4.744  -0.1279
54 C 1.837 -5.815 -5.567  -0.1396
55 H 0.867 -8.148 -3.424  0.0779
56 H 0.479 -8.215 -1.701  0.0851
57 H 2.141 -8.126 -2.205  0.0528
58 H -0.700 -6.165 -3.575  0.0708
59 H -0.515 -4.871 -2.383  0.0678
60 H -1.009 -6.467 -1.851  0.0818
61 H 3.192 -6.087 -0.381  0.0882
62 H 4.921 -6.203 -0.758  0.0800
63 H 3.843 -7.347 -1.469  0.0553
64 H 4.215 -3.665 -1.209  0.0631
65 H 4.362 -3.496 -2.966  0.0699
66 H 5.578 -4.401 -2.077  0.0804
67 H 4.511 -5.687 -4.953  0.0841
68 H 3.925 -7.206 -5.645  0.0835
69 H 4.429 -7.179 -3.985  0.0743
70 H 2.265 -4.887 -5.956  0.0803
71 H 0.780 -5.631 -5.351  0.0705
72 H 1.871 -6.576 -6.350  0.0810
73 O -1.084 5.261 3.667  -0.3190
74 P -0.256 4.921 4.915  0.7554
75 N 0.670 3.669 4.160  -0.3070
76 C 1.274 2.525 4.824  -0.1359
77 C 1.598 4.147 3.135  -0.1450
78 N -1.611 4.237 5.760  -0.3602
79 C -1.993 2.849 5.556  -0.1309
80 C -2.815 5.069 5.719  -0.1525
81 N 0.726 4.785 6.399  -0.2840
82 C 0.122 4.694 7.732  -0.1275
83 C 1.706 5.895 6.439  -0.1414
84 H 2.200 2.785 5.354  0.0782
85 H 1.524 1.758 4.084  0.0849
86 H 0.610 2.045 5.536  0.0529
87 H 2.512 4.563 3.580  0.0696
88 H 1.141 4.927 2.522  0.0687
89 H 1.883 3.339 2.455  0.0754
90 H -2.040 2.581 4.492  0.0817
91 H -2.967 2.640 6.004  0.0806
92 H -1.305 2.176 6.072  0.0554
93 H -3.371 4.947 4.783  0.0768
94 H -2.559 6.128 5.822  0.0725
95 H -3.480 4.822 6.552  0.0792
96 H -0.567 5.518 7.934  0.0851
97 H 0.902 4.710 8.500  0.0838
98 H -0.396 3.747 7.870  0.0743
99 H 1.215 6.855 6.622  0.0805
100 H 2.243 5.969 5.489  0.0691
101 H 2.457 5.728 7.214  0.0808

Charge: 0
LUMO energy in eV: -0.62
E in eV: -184811.3883
Gap between HOMO and LUMO in eV: 6.8382
Maximum force in eV/Å: 7.61